Entry 1:
92
Properties=species:S:1:pos:R:3 method="wB97M-V/def2-TZVPD" multiplicity=4 max_force_ev_per_a=4.3 homo_lumo_gap_ev="3.870 / 4.247" total_charge=0 relative_energy_kcal_mol=236.3 energy_ha=-3590.386000
Ti -5.930 12.570 11.877
P -10.862 17.467 14.536
P -9.322 7.695 8.029
P -11.633 2.684 19.729
O -4.387 9.732 17.166
O -5.854 10.649 15.869
O -12.089 2.244 18.392
O -8.806 8.961 8.700
O -10.200 16.512 13.589
O -4.070 10.019 15.120
N -11.011 7.356 8.194
N -11.981 16.739 15.576
N -8.888 7.743 6.331
N -9.731 18.094 15.637
N -9.948 2.960 19.891
N -12.087 1.564 20.935
N -8.565 6.255 8.666
N -4.779 10.130 16.128
N -11.542 18.850 13.843
N -12.238 4.174 20.311
C -11.757 4.975 21.443
C -12.982 19.087 13.510
C -9.581 8.862 5.519
C -8.183 6.694 5.566
C -11.810 0.149 20.703
C -10.609 19.772 13.113
C -9.939 19.234 16.553
C -9.265 3.619 18.758
C -11.750 7.605 9.407
C -13.026 4.863 19.329
C -8.732 4.908 7.976
C -9.137 2.831 21.069
C -11.843 6.864 7.146
C -12.323 17.188 16.908
C -12.405 15.298 15.298
C -8.772 17.058 16.285
C -7.961 6.261 9.978
C -13.307 1.808 21.638
H -11.196 6.611 6.307
H -8.871 9.431 4.919
H -8.582 6.187 10.870
H -8.619 3.626 21.606
H -13.370 1.268 22.582
H -8.027 4.665 7.181
H -11.500 14.774 14.991
H -8.135 6.986 4.517
H -10.977 20.789 13.252
H -13.382 20.033 13.875
H -10.077 9.439 6.300
H -12.709 18.207 16.942
H -12.345 5.893 21.436
H -12.658 7.581 7.043
H -12.732 7.167 9.226
H -14.012 4.965 19.782
H -9.359 16.180 16.554
H -11.771 -0.513 21.568
H -8.540 4.315 19.181
H -10.777 -0.071 20.435
H -7.530 7.252 10.125
H -13.085 19.175 12.428
H -13.051 15.313 14.420
H -11.384 17.152 17.460
H -13.722 18.323 13.750
H -10.523 19.672 12.031
H -9.784 4.833 7.703
H -7.257 6.350 6.026
H -9.666 19.770 13.660
H -7.225 5.457 9.995
H -12.383 5.965 7.444
H -11.931 4.447 22.380
H -11.151 7.255 10.247
H -12.420 -0.148 19.850
H -13.423 4.316 18.475
H -8.894 5.873 5.474
H -11.900 8.682 9.477
H -8.110 16.675 15.508
H -10.105 18.861 17.564
H -13.166 16.703 17.400
H -8.163 17.503 17.073
H -13.002 14.826 16.078
H -9.077 19.899 16.490
H -10.760 5.398 21.325
H -8.354 2.085 20.937
H -10.761 19.922 16.354
H -12.606 5.864 19.226
H -14.220 1.541 21.105
H -10.355 8.441 4.878
H -8.876 2.960 17.981
H -10.052 4.260 18.362
H -13.177 2.782 22.110
H -8.613 4.205 8.800
H -9.779 2.392 21.833


Entry 2:
87
Properties=species:S:1:pos:R:3 method="wB97M-V/def2-TZVPD" max_force_ev_per_a=2.3 homo_lumo_gap_ev=10.352 total_charge=0 smiles=COC[C@H](C)N.COC[C@H](C)N.OCCO.OCCO.OCCO.OCCO.OCCO.O relative_energy_kcal_mol=0.4 energy_ha=-1805.707024
O -14.063 14.434 -6.546
O -14.543 19.487 -3.064
O -15.729 12.521 -3.766
O -12.770 11.136 -5.558
O -19.421 13.932 -2.472
O -14.856 9.653 -3.866
O -18.110 15.965 -10.355
O -11.761 14.762 -10.701
O -9.820 12.875 -9.618
O -8.625 13.156 -4.661
O -11.865 14.565 -3.997
O -17.091 13.465 -6.131
O -14.845 16.157 -4.558
N -17.358 15.235 -3.650
N -17.617 19.528 -9.604
C -18.373 17.245 -9.777
C -16.160 13.377 -7.219
C -10.323 14.024 -8.957
C -15.184 14.500 -7.392
C -18.847 16.898 -4.664
C -16.009 10.199 -4.452
C -15.913 17.855 -9.827
C -11.757 14.353 -9.357
C -9.999 13.142 -4.222
C -18.632 15.961 -3.488
C -19.827 15.035 -3.255
C -14.167 17.335 -4.107
C -17.315 18.198 -10.263
C -10.608 14.445 -4.680
C -19.019 14.992 -9.916
C -15.168 18.384 -3.707
C -20.447 12.965 -2.309
C -16.556 11.351 -3.637
H -14.302 14.810 -5.682
H -16.616 13.249 -5.318
H -12.648 14.985 -10.995
H -19.948 15.001 -10.500
H -10.517 12.413 -4.844
H -9.985 15.315 -4.464
H -15.735 18.018 -8.764
H -9.704 14.885 -9.230
H -14.844 14.424 -8.428
H -17.465 14.705 -4.531
H -17.416 18.398 -11.330
H -21.122 12.906 -3.164
H -14.129 10.217 -4.153
H -20.130 14.625 -4.230
H -10.312 13.884 -7.877
H -15.622 16.040 -3.976
H -15.768 18.744 -4.550
H -20.637 15.624 -2.812
H -17.513 11.602 -4.109
H -15.739 15.440 -7.290
H -13.602 17.704 -4.967
H -15.721 12.381 -7.330
H -17.361 14.383 -3.083
H -19.638 17.604 -4.399
H -10.830 14.389 -5.749
H -13.497 17.108 -3.276
H -15.167 18.376 -10.428
H -13.356 11.904 -5.524
H -15.074 12.564 -3.064
H -16.669 11.087 -2.588
H -18.642 13.972 -10.016
H -17.934 17.450 -4.871
H -10.103 13.030 -3.147
H -18.490 16.560 -2.579
H -12.299 15.366 -4.301
H -8.129 12.630 -4.030
H -12.330 13.434 -9.196
H -9.271 13.143 -10.358
H -19.196 15.139 -8.843
H -12.212 11.304 -6.323
H -16.881 13.451 -8.048
H -19.926 12.004 -2.249
H -19.331 17.554 -10.213
H -15.729 16.784 -9.969
H -15.782 10.481 -5.483
H -14.199 20.074 -3.742
H -18.356 20.020 -10.107
H -16.827 20.123 -9.855
H -20.978 13.130 -1.371
H -12.024 15.138 -8.639
H -19.169 16.340 -5.545
H -16.818 9.460 -4.460
H -15.909 17.955 -3.024
H -18.345 17.167 -8.687


Entry 3:
90
Properties=species:S:1:pos:R:3 method="wB97M-V/def2-TZVPD" max_force_ev_per_a=2.3 homo_lumo_gap_ev=10.165 total_charge=0 smiles=OCCO.OCCO.OCCO.OCCO.OCCO.OCCO.OCCO.OCCO.OCCO relative_energy_kcal_mol=10.6 energy_ha=-2072.385863
O 0.622 5.174 4.329
O -0.021 -1.611 0.209
O -0.538 -6.370 -1.691
O 1.835 -2.462 -4.966
O -1.265 -3.660 -1.104
O 2.947 -1.266 -1.795
O -0.422 0.532 7.536
O 1.323 0.740 -3.313
O 1.805 2.938 2.481
O 0.147 -1.855 -2.820
O -0.765 2.068 -2.053
O -1.512 3.763 0.454
O -1.428 0.964 4.819
O 4.064 0.371 2.466
O 0.545 1.313 0.562
O -2.763 0.314 -3.322
O -5.840 -0.349 -1.534
O 3.777 -2.706 2.466
C 2.668 0.977 -2.803
C -4.757 -0.593 -2.452
C 2.855 0.131 -1.551
C 0.582 -3.070 -4.842
C -0.508 0.573 1.147
C 0.347 0.374 6.334
C -1.786 3.938 -0.924
C 0.457 4.904 2.925
C 3.388 -1.816 1.423
C -0.631 3.454 -1.795
C -0.914 -0.501 0.164
C -3.587 0.321 -2.122
C -0.098 1.317 5.232
C -2.059 -4.813 -0.735
C -1.879 -5.880 -1.775
C 1.674 4.321 2.268
C -0.462 -2.293 -4.049
C 2.999 -0.444 1.912
H 4.508 -0.190 3.113
H 0.703 -4.042 -4.335
H -3.908 1.368 -2.042
H 2.047 -1.588 -1.957
H 2.197 -0.478 2.659
H 2.628 0.169 1.089
H -1.347 -2.901 -3.863
H 0.080 1.719 -2.385
H 0.212 -0.656 6.007
H 3.391 0.793 -3.596
H -0.396 -3.931 -1.431
H -1.801 2.884 0.713
H -1.600 -5.165 0.194
H -6.116 0.559 -1.695
H 0.141 -3.273 -5.818
H 0.582 1.154 4.396
H -2.635 -6.664 -1.655
H -0.298 1.444 7.821
H -2.963 0.086 -1.259
H 2.538 4.872 2.684
H 2.657 2.009 -2.442
H 1.733 4.624 1.215
H -0.228 0.106 2.097
H 2.266 -2.412 -4.105
H -1.963 -0.790 0.297
H -2.001 -5.466 -2.783
H 1.028 1.760 1.273
H 0.076 5.805 2.441
H -1.903 4.997 -1.159
H 1.249 -0.216 -3.184
H -0.574 4.048 -2.720
H -0.088 2.352 5.584
H -0.883 -0.032 -0.832
H -1.386 1.200 1.356
H -0.533 -1.854 -2.136
H -0.376 4.194 2.868
H 2.540 -2.282 0.926
H 3.777 0.457 -1.061
H 4.613 -2.412 2.840
H -1.931 0.758 -3.115
H -2.685 3.390 -1.216
H -1.974 1.261 5.555
H -0.433 -6.969 -2.435
H -3.083 -4.495 -0.584
H -5.089 -0.369 -3.463
H -0.558 -2.375 -0.072
H 1.403 0.486 6.607
H 2.006 0.349 -0.898
H -4.452 -1.630 -2.353
H -0.762 -1.389 -4.588
H 1.566 5.300 4.472
H 0.315 3.661 -1.279
H 4.175 -1.715 0.666
H 2.735 2.689 2.507


Entry 4:
87
Properties=species:S:1:pos:R:3 method="wB97M-V/def2-TZVPD" max_force_ev_per_a=15.5 homo_lumo_gap_ev=9.546 total_charge=0 relative_energy_kcal_mol=31.0 energy_ha=-1751.121118
O -2.295 -1.379 3.762
O -0.773 -0.067 0.709
O -2.006 -0.897 -2.932
O -3.566 -1.099 1.232
O -0.157 2.648 0.859
O -0.748 -4.086 -0.345
O 2.421 -0.031 2.095
O 1.227 0.311 -0.222
O 0.089 -1.475 -0.987
O 4.523 3.467 0.100
O -5.216 1.211 1.032
O 5.859 -0.931 -0.320
O 1.197 1.665 -4.511
N 2.594 -0.624 -2.148
C -4.362 -1.466 -3.088
C -0.697 -5.124 -1.289
C -4.834 2.378 1.524
C 6.764 -0.094 0.446
C 3.237 3.322 -0.119
C -3.348 2.243 1.833
C 2.688 0.510 -3.054
C 1.312 0.993 -3.308
C 0.044 2.325 -4.853
C 2.411 -1.395 2.386
C -1.241 -0.553 4.003
C -1.300 -0.087 5.555
C 4.748 -0.156 -0.738
C 0.172 -0.330 -0.252
C 3.930 -1.146 -1.657
C -4.647 -2.057 0.886
C -0.030 2.896 2.294
C -3.070 -1.739 -2.434
H -5.105 2.530 2.510
H -2.741 3.064 2.260
H -0.851 2.464 2.944
H 1.662 0.266 1.552
H 2.637 3.444 0.889
H -4.548 -0.314 -3.066
H -0.310 -3.203 -0.685
H -2.908 1.373 2.398
H 2.982 4.205 -0.689
H 0.343 0.273 -3.330
H 0.680 2.433 2.448
H -1.567 -0.697 0.784
H 2.489 -1.770 3.513
H 7.402 0.602 -0.051
H 3.183 -1.954 1.946
H -5.336 -2.039 -2.768
H -0.370 2.997 -3.969
H 5.155 0.685 -1.356
H 3.368 1.227 -2.975
H -0.345 -1.062 3.983
H 6.391 0.540 1.222
H -2.739 -1.360 2.865
H -5.434 -1.375 0.467
H 0.050 -5.119 -2.031
H 4.615 4.063 0.884
H -2.913 -2.757 -2.519
H -2.603 2.154 0.998
H -1.172 0.256 3.398
H -0.298 3.906 2.440
H -5.048 3.250 0.796
H -0.698 -5.979 -1.096
H -4.455 -2.862 0.144
H -3.943 -0.266 1.024
H 2.897 2.352 -0.706
H 0.106 1.705 0.671
H 1.607 -2.064 2.027
H 4.115 0.183 0.116
H -5.989 1.283 0.764
H 3.813 -2.121 -1.121
H 3.167 0.208 -4.073
H 4.727 -1.577 -2.493
H -3.158 -1.486 -1.394
H -1.090 -1.342 -2.431
H -4.396 -1.367 -4.210
H -1.217 -1.033 6.236
H 7.432 -0.793 0.959
H -1.511 -5.099 -2.006
H 0.930 1.761 -2.449
H -5.120 -2.598 1.686
H -0.572 0.553 5.778
H 2.257 -0.444 -1.235
H -0.682 1.649 -5.260
H 2.107 -1.338 -2.404
H -2.210 0.405 5.832
H 0.271 2.954 -5.642


Entry 5:
96
Properties=species:S:1:pos:R:3 method="wB97M-V/def2-TZVPD" max_force_ev_per_a=6.1 homo_lumo_gap_ev=8.014 total_charge=0 relative_energy_kcal_mol=65.9 energy_ha=-3711.923442
S 5.114 -2.338 -2.040
P 1.418 3.818 -0.270
P 4.099 -1.079 -3.120
Si 1.591 1.637 -0.015
Si 2.483 -0.044 -2.040
F 0.551 -1.273 1.178
F 0.123 0.946 -0.624
F 1.446 0.717 -3.228
O -5.000 -2.330 5.309
O 2.931 5.077 -3.445
O -2.837 -2.438 -1.568
O 3.016 1.134 -0.888
O -0.285 4.183 -0.153
O -1.365 1.446 2.803
O -4.654 -0.040 -0.280
O 1.749 -1.070 3.108
O 7.921 -0.142 -3.295
O 3.391 -2.017 -4.401
O -4.177 0.798 -3.696
O -1.610 -4.765 5.683
O 5.215 0.017 -3.869
N 2.197 4.722 1.037
C -2.604 -1.505 -2.621
C 0.232 -4.247 7.149
C -4.717 -2.249 6.700
C -5.772 -0.295 -1.121
C 8.194 -0.048 -1.902
C -1.553 -2.042 -3.572
C -3.493 -1.386 6.935
C 4.765 3.524 -3.281
C 3.331 3.741 -3.723
C -6.582 -1.455 -0.577
C -2.491 1.183 1.972
C 9.396 0.844 -1.663
C 1.805 1.033 1.789
C -0.957 -5.149 6.887
C 1.375 -0.497 2.046
C -2.953 2.438 -4.969
C -4.270 1.712 -4.783
C -3.294 0.026 2.529
H -2.287 -0.554 -2.184
H -3.960 1.308 -2.903
H -1.680 -5.074 7.702
H -7.448 -1.659 -1.212
H -3.636 0.247 3.543
H -1.872 -2.999 -3.995
H 2.660 3.067 -3.187
H 3.220 3.556 -4.797
H -3.009 3.140 -5.805
H 3.118 4.253 1.168
H -0.643 -6.194 6.799
H -5.589 -1.820 7.199
H -5.969 -2.359 -0.515
H 8.369 -1.055 -1.510
H -2.146 1.726 -5.160
H 9.219 1.844 -2.068
H -6.381 0.611 -1.161
H 7.309 0.363 -1.412
H 2.997 -1.311 -4.985
H -3.267 -1.312 8.002
H 5.086 2.500 -3.483
H -4.524 1.144 -5.680
H -2.679 -0.878 2.590
H -0.087 -3.204 7.224
H -4.227 -2.719 4.877
H 9.613 0.929 -0.596
H -5.081 2.418 -4.579
H 5.866 -0.487 -4.412
H -0.611 -2.225 -3.045
H 3.525 5.665 -3.930
H 0.740 -4.528 8.075
H 2.929 1.084 2.075
H 1.673 -1.049 -1.350
H 10.280 0.446 -2.171
H 0.949 -4.302 6.324
H -3.547 -1.345 -3.145
H -3.101 2.088 1.933
H -0.763 3.697 -0.864
H -0.967 -4.842 4.965
H -4.116 -0.846 -0.259
H -2.622 -1.801 6.419
H -2.684 2.990 -4.064
H -2.136 0.961 0.961
H 8.704 -0.515 -3.723
H -1.369 -1.339 -4.388
H -3.650 -0.380 6.537
H -6.932 -1.237 0.436
H -0.827 0.643 2.825
H 2.383 5.665 0.633
H -4.562 -3.262 7.086
H -5.408 -0.511 -2.129
H -4.162 -0.181 1.902
H 5.438 4.213 -3.800
H 1.266 1.685 2.572
H 4.869 3.722 -2.210
H -1.999 -2.568 -1.102